Entry 1:
This record from the Open Molecules 2025 dataset describes C27H35ClN4O4P2Pt as an isolated structure. The level of theory is wB97M-V/def2-TZVPD.

```
74
C27H35ClN4O4P2Pt | the Open Molecules 2025 dataset | wB97M-V/def2-TZVPD
Pt -1.020 1.985 -0.985
C -0.293 1.130 3.948
C 0.733 0.736 3.186
C 1.279 -0.639 2.979
C 0.575 -1.606 1.970
C -0.915 -1.723 1.967
C -1.732 -1.192 2.880
C -1.342 -1.090 4.343
C -1.010 0.282 4.926
C -1.580 2.747 0.803
H -0.799 2.082 3.734
H 1.156 1.502 2.515
H 1.433 -1.188 3.916
H 2.269 -0.463 2.531
H 0.916 -1.371 0.936
H 0.991 -2.608 2.180
H -1.327 -2.199 1.066
H -2.796 -1.108 2.672
H -0.504 -1.760 4.579
H -2.205 -1.447 4.921
H -1.920 0.825 5.231
H -0.441 0.156 5.861
H -1.656 1.871 1.483
H -2.552 3.263 0.719
H -0.766 3.420 1.127
P -1.483 0.381 -2.211
P 2.245 0.169 -0.847
N -2.569 -0.881 -1.624
N -2.224 0.955 -3.672
N 2.727 -1.561 -1.099
N 3.809 0.754 -1.507
C 0.020 -0.584 -2.325
C 1.245 0.351 -2.365
C -3.847 -0.716 -1.078
C -4.575 -1.881 -1.297
C -3.703 -2.813 -1.938
C -2.486 -2.181 -2.122
C -2.734 2.261 -3.674
C -2.787 2.692 -4.990
C -2.357 1.612 -5.823
C -2.000 0.559 -4.988
C 3.465 -2.290 -0.151
C 3.630 -3.590 -0.618
C 2.930 -3.694 -1.859
C 2.433 -2.435 -2.148
C 4.877 0.099 -2.130
C 5.707 1.043 -2.725
C 5.137 2.331 -2.465
C 3.983 2.129 -1.725
H -0.009 -1.223 -3.218
H 0.059 -1.246 -1.439
H 1.892 0.113 -3.226
H 0.967 1.437 -2.387
H -4.105 0.197 -0.568
H -5.616 -2.049 -1.072
H -3.916 -3.827 -2.240
H -1.575 -2.509 -2.591
H -2.937 2.754 -2.740
H -3.023 3.691 -5.296
H -2.276 1.635 -6.895
H -1.608 -0.429 -5.180
H 3.798 -1.830 0.772
H 4.173 -4.384 -0.127
H 2.765 -4.583 -2.450
H 1.875 -2.097 -2.999
H 4.971 -0.971 -2.086
H 6.603 0.829 -3.282
H 5.524 3.284 -2.788
H 3.267 2.827 -1.323
O -0.460 2.124 7.507
Cl -1.741 2.821 7.424
O -2.571 2.510 8.579
O -1.544 4.256 7.319
O -2.450 2.356 6.196
```

Its expectation value of S² is 2.01. As for the spin multiplicity: 3. The energy above the lowest of the compared OMol25 structures with the same formula, charge and spin is 54.0 kcal/mol. The HOMO-LUMO gap (alpha / beta) is 6.35 / 2.39 eV.

Entry 2:
This record from the Open Molecules 2025 dataset describes C27H35Ge2N5O3Y as an isolated structure. The level of theory is wB97M-V/def2-TZVPD.

```
73
C27H35Ge2N5O3Y | the Open Molecules 2025 dataset | wB97M-V/def2-TZVPD
Y 0.123 0.582 0.379
C -4.369 1.822 -1.194
N -3.397 2.861 -0.826
C -3.888 4.247 -0.807
C -2.166 2.560 -0.525
O -1.724 1.370 -0.537
C -1.183 3.649 -0.103
O 0.125 3.089 -0.124
C 0.977 3.526 -1.177
C 1.968 2.406 -1.451
O 1.719 1.271 -0.949
N 3.006 2.632 -2.207
C 3.979 1.570 -2.496
C 3.299 3.964 -2.755
H -5.183 1.828 -0.471
H -3.891 0.849 -1.200
H -4.768 2.045 -2.182
H -4.967 4.222 -0.680
H -3.663 4.752 -1.747
H -3.469 4.806 0.025
H -1.402 3.944 0.926
H -1.250 4.534 -0.732
H 1.485 4.444 -0.884
H 0.405 3.711 -2.093
H 3.642 0.630 -2.071
H 4.944 1.843 -2.071
H 4.079 1.469 -3.575
H 2.396 4.457 -3.106
H 3.963 3.841 -3.606
H 3.798 4.587 -2.013
N 0.433 1.402 2.400
C 0.578 1.453 3.572
C 0.786 1.487 4.905
C 1.513 0.379 5.440
N 2.069 -0.567 5.787
C 0.273 2.578 5.671
N -0.144 3.485 6.240
C -0.248 -2.073 3.724
Ge 1.041 -2.601 2.349
C 2.639 -1.456 2.320
C 1.452 -4.510 2.459
Ge -0.088 -2.314 0.133
C 1.043 -2.441 -1.451
C 2.417 -2.625 -1.248
C 3.284 -2.726 -2.325
C 2.792 -2.632 -3.622
C 1.431 -2.446 -3.839
C 0.559 -2.350 -2.764
C -1.999 -2.639 -0.041
C -2.657 -3.271 1.018
C -4.018 -3.531 0.946
C -4.739 -3.150 -0.178
C -4.100 -2.506 -1.232
C -2.739 -2.246 -1.166
H 0.278 -2.058 4.678
H -1.054 -2.802 3.781
H -0.682 -1.086 3.557
H 3.077 -1.486 3.319
H 2.433 -0.404 2.106
H 3.373 -1.821 1.605
H 1.924 -4.717 3.420
H 2.128 -4.813 1.661
H 0.534 -5.092 2.388
H 2.809 -2.728 -0.245
H 4.339 -2.900 -2.154
H 3.464 -2.725 -4.465
H 1.045 -2.396 -4.848
H -0.499 -2.242 -2.956
H -2.105 -3.583 1.896
H -4.512 -4.037 1.764
H -5.798 -3.362 -0.239
H -4.660 -2.221 -2.114
H -2.261 -1.743 -1.997
```

Its expectation value of S² is 0.76. As for the spin multiplicity: 2. The energy above the lowest of the compared OMol25 structures with the same formula, charge and spin is 3.3 kcal/mol. The HOMO-LUMO gap (alpha / beta) is 7.46 / 5.94 eV. As for the net charge: +2.

Entry 3:
This record from the Open Molecules 2025 dataset describes C27H35HgN4O6P as an isolated structure. The level of theory is wB97M-V/def2-TZVPD.

```
74
C27H35HgN4O6P | the Open Molecules 2025 dataset | wB97M-V/def2-TZVPD
O -0.463 -0.442 -5.282
H 0.156 -0.880 -5.910
Hg 0.140 0.551 -1.156
N 0.797 -1.246 -2.420
N -1.639 -1.497 -1.473
N -0.050 2.782 -1.535
N -2.039 1.425 -0.637
O 1.963 -1.054 -2.835
O 0.974 3.297 -2.075
O -3.002 0.773 0.039
O -2.775 -1.632 -0.867
C -1.031 -2.645 -1.840
C 0.253 -2.492 -2.464
C -0.871 3.481 -0.789
C -1.923 2.692 -0.203
C 1.069 -3.582 -3.012
H 1.202 -3.455 -4.086
H 0.613 -4.543 -2.832
H 2.058 -3.565 -2.555
C -1.643 -3.939 -1.482
H -2.707 -3.934 -1.698
H -1.519 -4.151 -0.421
H -1.178 -4.748 -2.030
C -0.551 4.888 -0.451
C -2.689 3.195 0.990
H 0.022 5.374 -1.268
H 0.073 4.952 0.470
H -1.473 5.466 -0.265
H -3.612 2.592 1.092
H -2.930 4.274 0.878
H -2.070 3.061 1.913
H 0.883 2.020 -3.143
H -2.939 -0.250 -0.425
C -2.463 -0.483 -5.298
H -2.579 -1.480 -5.557
H -2.043 0.363 -5.748
H -2.765 -0.234 -4.324
O 0.395 1.258 -3.296
H 0.170 0.012 -4.673
H -0.317 1.637 -3.819
C 0.548 3.705 3.812
C 1.041 3.787 2.509
C 1.129 2.645 1.722
C 0.643 1.413 2.197
C 0.235 1.317 3.536
C 0.166 2.468 4.330
P 0.764 0.003 1.089
C 2.426 -0.626 1.435
C 3.438 -0.396 0.487
C 4.761 -0.710 0.811
C 5.067 -1.269 2.058
C 4.050 -1.516 2.981
C 2.732 -1.194 2.677
C -0.339 -1.287 1.768
C 0.014 -2.639 1.604
C -0.866 -3.628 2.037
C -2.062 -3.279 2.672
C -2.406 -1.938 2.821
C -1.567 -0.940 2.342
H 0.475 4.603 4.422
H 1.381 4.742 2.108
H 1.569 2.696 0.721
H -0.043 0.352 3.969
H -0.192 2.388 5.361
H 3.178 0.015 -0.497
H 5.546 -0.509 0.079
H 6.105 -1.507 2.295
H 4.290 -1.958 3.938
H 1.950 -1.386 3.401
H 0.973 -2.905 1.146
H -0.598 -4.673 1.888
H -2.726 -4.065 3.033
H -3.334 -1.659 3.299
H -1.846 0.107 2.435
```

As for the spin multiplicity: 1. The energy above the lowest of the compared OMol25 structures with the same formula, charge and spin is 0.0 kcal/mol. The HOMO-LUMO gap (alpha / beta) is 7.06 / 4.88 eV.

Largest force on an atom (computed, eV/Å): 4.88 0.83 4.98